Density functional theory data (ωB97M-V/def2-TZVPD) for a 9-piece molecular cluster, H19O9 overall at a distorted geometry.

Positions of all 28 atoms, in Å:
O -0.720 1.436 -1.344
H 1.546 -1.141 0.376
H 1.604 0.532 2.386
O 2.231 0.087 -1.879
H -1.421 1.404 1.620
O 3.306 1.411 0.754
H -2.258 -2.029 -0.746
H 4.105 0.920 0.924
O -2.199 -1.764 0.184
H 3.554 2.258 0.373
H -1.387 -2.020 0.636
O -2.683 0.653 1.161
H -0.676 1.573 0.089
H -3.031 0.883 0.303
O -0.549 1.716 1.099
H -2.553 -0.343 1.138
H 2.306 0.241 -0.932
O -1.965 -2.603 -2.527
H -0.840 2.245 -1.850
H -2.492 -3.405 -2.493
O 1.040 -1.942 0.439
H 0.379 1.589 1.327
H -2.314 -2.137 -3.285
O 0.863 0.731 2.983
H 1.249 -2.545 -0.270
H 2.546 0.799 -2.437
H -1.075 0.666 -1.794
H 1.433 0.784 3.766

Properties
Electronic energy ... -18729.4528 eV
Total charge ... +1
Orbital gap ... 11.4 eV
E_HOMO ... -14.5 eV
Relative energy (zero: lowest compared OMol25 entry of this formula, charge and spin) ... 51.5 kcal per mole
M ... 163.14 g/mol